# CH5Cl2NSi

2 unconnected molecules or ions with the total composition CH5Cl2NSi in a non-equilibrium geometry (the ωB97M-V functional and the def2-TZVPD basis, OMol25).

Results
HOMO energy (alpha / beta) in eV: -8.8 / -7.9
LUMO level (alpha / beta) in eV: -0.5 / -0.3
ΔE to the lowest compared entry with this formula, charge and spin in kcal per mole: 82.1

```
10
CH5Cl2NSi (the ωB97M-V functional and the def2-TZVPD basis)
C 1.190 0.281 -1.207
N 0.536 1.063 -0.117
Si -1.290 -0.496 1.239
Cl -3.016 0.430 0.918
Cl -1.191 -2.115 0.114
H 0.516 0.488 -1.983
H 2.142 0.669 -1.401
H 1.053 -0.828 -0.836
H 1.272 1.032 0.597
H -1.213 -0.524 2.674
```

Results of the natural (NBO) charge analysis, in e, for atoms 1 through 8: -0.458 -0.715 1.149 -0.353 -0.334 0.191 0.197 0.185

# CH5FP2

2 unconnected molecules or ions with the total composition CH5FP2 in a non-equilibrium geometry (the ωB97M-V functional and the def2-TZVPD basis, OMol25).

Results
HOMO energy in eV: -8.2
LUMO level in eV: -0.3
ΔE to the lowest compared entry with this formula, charge and spin in kcal per mole: 56.6

```
9
CH5FP2 (the ωB97M-V functional and the def2-TZVPD basis)
C -1.540 -0.828 0.141
F 1.809 -1.258 0.339
P 0.884 1.473 0.158
P 0.910 -0.395 -0.813
H -1.558 0.216 0.417
H -1.009 -1.509 0.865
H -2.321 -1.389 -0.409
H 0.515 2.130 -0.928
H 2.310 1.559 0.231
```

Results of the natural (NBO) charge analysis, in e, for atoms 1 through 8: -0.707 -0.600 -0.058 0.740 0.195 0.204 0.211 -0.007

# CH5GaO2

A molecular structure, CH5GaO2 in a non-equilibrium geometry (the ωB97M-V functional and the def2-TZVPD basis, OMol25).

Results
HOMO energy in eV: -9.3
LUMO level in eV: 0.4

```
9
CH5GaO2 (the ωB97M-V functional and the def2-TZVPD basis)
C -0.471 1.282 -0.208
H 0.042 1.884 -0.969
H -1.302 0.746 -0.694
H -0.883 1.956 0.559
O -0.375 -1.849 2.175
Ga 0.256 -2.884 0.844
H -1.279 -1.548 2.319
O 0.477 0.387 0.338
H 0.099 -0.065 1.138
```

Results of the natural (NBO) charge analysis, in e, for atoms 1 through 8: -0.246 0.183 0.154 0.162 -1.309 0.824 0.492 -0.750

# CH5HgO2

A molecular structure, CH5HgO2 in a non-equilibrium geometry (the ωB97M-V functional and the def2-TZVPD basis, OMol25).

Results
HOMO energy (alpha / beta) in eV: -8.9 / -9.5
Multiplicity: 2
LUMO level (alpha / beta) in eV: 0.5 / -2.5
ΔE to the lowest compared entry with this formula, charge and spin in kcal per mole: 12.1

```
9
CH5HgO2 (the ωB97M-V functional and the def2-TZVPD basis)
O -0.845 2.033 -0.310
Hg 0.553 1.517 1.756
H -0.687 2.578 -1.086
C 0.259 -1.438 0.058
H -0.704 -1.628 -0.447
H 1.053 -1.973 -0.487
H 0.195 -1.879 1.068
O 0.564 -0.071 0.096
H -0.388 0.860 -0.647
```

Results of the natural (NBO) charge analysis, in e, for atoms 1 through 8: -1.101 0.751 0.468 -0.245 0.158 0.164 0.161 -0.891